Record 1
DFT (ωB97M-V/def2-TZVPD) results for 2 unconnected molecules or ions with the total composition C3H4BrClO at a distorted geometry.

XYZ file:
```
10
Properties=species:S:1:pos:R:3:forces:R:3
C -0.805370 0.166306 0.393083 -0.7 -0.3 1.2
C 0.445160 -0.235876 0.632076 -1.4 0.7 -2.9
C 1.461594 -0.086377 -0.334736 1.2 2.9 -2.2
O 1.144792 0.181776 -1.616619 -0.3 -0.8 2.2
Cl 2.052943 2.284161 0.418611 -0.2 -1.2 -0.4
Br 3.138382 -0.841626 0.040097 -0.1 -0.1 -0.3
H -1.504752 -0.107171 1.166294 -0.3 -0.2 0.1
H -1.287279 0.753234 -0.388110 1.0 0.0 -0.1
H 0.770539 -0.962169 1.268072 0.0 -1.3 2.8
H 1.925176 0.463344 -2.083173 0.7 0.3 -0.5
```
Positions in Å, forces in eV/Å.

Values from the calculation:
HOMO (spin up / spin down) = -9.1101 / -9.1115 eV
frontier orbital gap (spin up / spin down) = 0.2761 / 0.2762 Ha

Record 2
DFT (ωB97M-V/def2-TZVPD) results for a molecular structure, C3H4BrClS at a distorted geometry.

XYZ file:
```
10
Properties=species:S:1:pos:R:3:forces:R:3
C 0.250559 -2.046443 -0.593345 -0.3 1.0 0.2
C -1.776097 0.545026 0.467482 -1.7 -0.3 -1.2
C 1.331786 0.630387 0.058714 -0.3 0.6 -2.3
S 0.010671 -0.402451 -0.784758 0.9 -1.2 1.0
Cl -2.406122 1.813886 -0.501030 1.1 0.7 0.2
Br -3.207707 -0.644502 0.740181 0.8 -0.6 0.7
H 1.086028 -2.318525 0.094436 -0.3 0.4 -0.4
H 2.273894 0.060023 -0.135845 -0.6 1.1 -0.4
H 1.285221 0.695106 1.114761 -0.7 0.1 1.0
H 1.151765 1.667497 -0.460597 1.1 -1.9 1.1
```
Positions in Å, forces in eV/Å.

Values from the calculation:
HOMO (spin up / spin down) = -7.9544 / -8.6802 eV
frontier orbital gap (spin up / spin down) = 0.2930 / 0.2228 Ha
2S+1 = 3

Record 3
DFT (ωB97M-V/def2-TZVPD) results for 2 unconnected molecules or ions with the total composition C3H4BrF at a distorted geometry.

XYZ file:
```
9
Properties=species:S:1:pos:R:3:forces:R:3
C -2.639796 -1.048549 1.197873 -1.7 4.4 0.5
C -3.206884 0.045659 1.331427 1.0 -1.3 -0.6
C 0.300582 -0.070527 -0.932430 -1.9 -2.9 -0.2
F -3.813586 1.230634 1.360269 0.9 -2.4 0.1
Br 1.461225 -1.344461 -0.031613 -0.1 -0.1 0.6
H 0.981965 0.578681 -1.319814 1.4 2.3 -0.9
H -1.776475 -1.658616 1.134699 0.0 -0.7 0.0
H -0.067049 -0.721747 -1.771048 -0.2 1.1 0.8
H -0.506656 0.341751 -0.297415 0.7 -0.3 -0.4
```
Positions in Å, forces in eV/Å.

Values from the calculation:
HOMO = -10.2556 eV
frontier orbital gap = 0.3992 Ha
SMILES = C#CF.CBr

One value per record, in order, for ΔE to the lowest compared entry with this formula, charge and spin: 214.4, 316.0, 282.2 kJ/mol.